3 unconnected molecules or ions with the total composition C38H28B2F5O6 at a distorted geometry, computed with ωB97M-V/def2-TZVPD.

Calculated values
Orbital gap   5.404 eV
Total charge   -1
Highest occupied orbital energy   -5.1 eV

Positions of all 79 atoms, in Å:
C: 2.10 1.62 2.99
C: 1.82 2.24 1.56
O: 0.43 2.54 1.36
B: -0.20 1.54 0.50
O: 0.11 0.18 0.80
B: -1.15 2.11 -0.75
C: -2.32 1.09 -1.24
F: -2.84 1.48 -2.52
F: -1.81 -0.23 -1.46
C: -3.45 1.02 -0.17
C: -3.99 -0.31 0.17
C: -5.04 -0.42 1.19
C: -5.58 0.75 1.88
C: -5.07 2.09 1.52
C: -5.69 3.31 2.26
F: -7.00 2.98 2.60
F: -5.65 4.40 1.43
F: -5.05 3.59 3.44
C: -4.01 2.20 0.51
H: 3.13 1.18 3.03
H: 1.31 0.87 3.23
H: 2.08 2.42 3.79
H: 2.36 3.23 1.51
H: 2.26 1.55 0.80
H: -0.19 -0.08 1.69
H: -1.65 3.13 -0.35
H: -0.42 2.38 -1.68
H: -3.64 -1.23 -0.33
H: -5.46 -1.43 1.45
H: -6.37 0.66 2.66
H: -3.62 3.20 0.23
C: -4.82 -0.08 -5.11
C: -5.66 0.40 -6.10
C: -5.22 0.49 -7.41
C: -3.92 0.11 -7.74
C: -3.06 -0.36 -6.73
C: -3.52 -0.46 -5.42
C: -1.66 -0.73 -7.05
O: -0.91 -1.13 -6.19
C: -1.19 -0.58 -8.45
C: 0.14 -0.87 -8.76
C: 0.59 -0.75 -10.07
C: -0.28 -0.35 -11.08
C: -1.60 -0.06 -10.77
C: -2.06 -0.16 -9.46
C: -3.46 0.18 -9.14
O: -4.23 0.54 -10.03
H: -5.17 -0.15 -4.08
H: -6.67 0.71 -5.85
H: -5.88 0.86 -8.18
H: -2.86 -0.83 -4.64
H: 0.83 -1.18 -7.98
H: 1.63 -0.97 -10.30
H: 0.07 -0.27 -12.10
H: -2.28 0.25 -11.56
C: 2.92 -1.61 9.69
C: 2.09 -1.14 8.68
C: 2.56 -1.06 7.38
C: 3.86 -1.45 7.08
C: 4.70 -1.90 8.10
C: 4.22 -1.99 9.41
C: 6.11 -2.27 7.81
O: 6.84 -2.67 8.70
C: 6.61 -2.14 6.42
C: 7.95 -2.42 6.15
C: 8.42 -2.32 4.85
C: 7.57 -1.93 3.82
C: 6.24 -1.64 4.09
C: 5.76 -1.73 5.40
C: 4.35 -1.38 5.68
O: 3.60 -1.04 4.79
H: 2.55 -1.68 10.71
H: 1.07 -0.83 8.91
H: 1.91 -0.70 6.59
H: 4.86 -2.36 10.20
H: 8.62 -2.73 6.94
H: 9.46 -2.54 4.64
H: 7.94 -1.85 2.81
H: 5.58 -1.33 3.29

=====

CClF3O2S in the gas phase at a distorted geometry, computed with ωB97M-V/def2-TZVPD.

Calculated values
Orbital gap (alpha / beta)   9.016 / 9.017 eV
Highest occupied orbital energy (alpha / beta)   -11.2 / -11.2 eV

Positions of all 8 atoms, in Å:
C: 0.82 -0.44 -0.10
O: -0.54 2.32 -0.56
O: -1.20 0.38 1.66
F: 1.09 -1.60 0.57
F: 1.91 0.33 0.11
F: 0.75 -0.70 -1.37
S: -0.77 0.47 0.32
Cl: -2.06 -0.76 -0.63

=====

4 unconnected molecules or ions with the total composition C26H57N4O9S at a distorted geometry, computed with ωB97M-V/def2-TZVPD.

Calculated values
Orbital gap   6.210 eV
Total charge   +1
Highest occupied orbital energy   -10.2 eV

Positions of all 97 atoms, in Å:
O: 3.63 1.21 -1.67
S: 2.23 1.36 -1.92
O: 1.83 1.47 -3.29
O: 1.44 0.15 -1.26
C: 1.72 2.81 -1.02
C: 0.74 3.69 -1.80
C: -0.66 3.70 -1.19
C: -1.25 2.33 -1.26
C: -1.76 1.79 -2.44
C: -2.23 0.49 -2.45
C: -2.19 -0.28 -1.28
C: -1.69 0.28 -0.14
N: -1.24 1.55 -0.17
H: 1.62 -0.64 -1.82
H: 2.65 3.33 -0.82
H: 1.32 2.50 -0.05
H: 1.13 4.70 -1.89
H: 0.64 3.29 -2.81
H: -0.65 4.05 -0.15
H: -1.30 4.37 -1.76
H: -1.75 2.40 -3.32
H: -2.61 0.07 -3.37
H: -2.56 -1.29 -1.28
H: -1.62 -0.24 0.80
H: -0.87 1.95 0.69
C: -7.15 -2.74 2.47
O: -7.67 -3.42 1.35
C: -8.70 -2.71 0.66
C: -8.24 -2.32 -0.72
N: -7.20 -1.31 -0.66
C: -6.55 -1.02 -1.93
C: -5.77 -2.14 -2.61
O: -4.60 -2.53 -1.90
C: -4.80 -3.52 -0.90
H: -6.47 -3.42 2.98
H: -6.59 -1.83 2.19
H: -7.94 -2.45 3.17
H: -9.01 -1.83 1.23
H: -9.56 -3.38 0.57
H: -9.09 -1.92 -1.28
H: -7.92 -3.24 -1.23
H: -6.49 -1.61 0.00
H: -5.87 -0.18 -1.77
H: -7.32 -0.67 -2.63
H: -5.42 -1.76 -3.57
H: -6.39 -3.02 -2.82
H: -5.62 -4.19 -1.16
H: -5.02 -3.08 0.08
H: -3.88 -4.10 -0.82
C: 6.13 -6.42 -3.81
O: 5.97 -6.12 -2.44
C: 7.06 -5.41 -1.86
C: 6.64 -4.02 -1.46
N: 6.37 -3.20 -2.63
C: 5.77 -1.90 -2.34
C: 4.39 -1.88 -1.70
O: 3.33 -2.35 -2.54
C: 3.13 -3.75 -2.54
H: 5.30 -7.05 -4.10
H: 6.12 -5.52 -4.44
H: 7.06 -6.95 -4.00
H: 7.90 -5.38 -2.55
H: 7.37 -5.96 -0.96
H: 7.44 -3.56 -0.88
H: 5.77 -4.11 -0.79
H: 5.76 -3.71 -3.25
H: 5.70 -1.35 -3.28
H: 6.44 -1.34 -1.69
H: 4.14 -0.85 -1.50
H: 4.36 -2.42 -0.74
H: 3.38 -4.20 -1.58
H: 3.71 -4.24 -3.32
H: 2.07 -3.94 -2.75
C: 1.27 6.51 2.19
O: 2.07 5.36 2.36
C: 3.15 5.53 3.28
C: 2.93 4.68 4.50
N: 1.79 5.15 5.27
C: 1.36 4.26 6.34
C: 0.86 2.88 5.95
O: -0.35 2.89 5.21
C: -0.21 3.04 3.82
H: 0.57 6.31 1.38
H: 0.70 6.75 3.10
H: 1.87 7.38 1.92
H: 3.26 6.59 3.54
H: 4.07 5.21 2.78
H: 3.83 4.71 5.13
H: 2.81 3.64 4.16
H: 1.01 5.30 4.64
H: 0.57 4.77 6.89
H: 2.20 4.14 7.05
H: 0.64 2.33 6.87
H: 1.62 2.30 5.41
H: 0.72 2.59 3.46
H: -0.24 4.09 3.50
H: -1.06 2.53 3.36